DFT (ωB97M-V with the def2-TZVPD basis set) results for an isolated molecule of C9H14N4O4.

Computed properties:
**E_tot**: -23711.794 eV
**Relative energy (zero: lowest compared OMol25 entry of this formula, charge and spin)**: 3.3 kcal/mol
**Frontier orbital gap**: 9.06 eV

```
! RIJCOSX wB97M-V def2-TZVPD def2/J DEFGRID3
* xyz 0 1
C 4.29 -2.05 0.64
C 4.50 -0.54 0.56
C 3.22 0.22 0.87
O 2.27 -0.04 -0.17
C 1.21 0.76 -0.23
O 1.01 1.68 0.52
C 0.29 0.35 -1.37
C -0.80 1.40 -1.61
N -1.68 1.55 -0.48
C -2.69 0.69 -0.25
N -3.05 -0.19 -1.13
N -4.15 -0.95 -0.86
C -4.91 -0.90 0.26
O -5.88 -1.60 0.44
N -4.47 0.03 1.19
C -3.40 0.87 1.05
O -3.05 1.65 1.90
H 3.99 -2.34 1.65
H 5.22 -2.57 0.40
H 3.52 -2.36 -0.06
H 4.85 -0.27 -0.44
H 5.26 -0.23 1.28
H 2.79 -0.09 1.82
H 3.40 1.30 0.91
H -0.17 -0.60 -1.12
H 0.89 0.20 -2.27
H -0.34 2.38 -1.80
H -1.40 1.11 -2.47
H -1.32 2.04 0.33
H -4.39 -1.60 -1.59
H -5.01 0.09 2.05
*
```

DFT (ωB97M-V with the def2-TZVPD basis set) results for a cluster of 4 separate species, C34H59IN3O15S3 in total at a distorted geometry.

Computed properties:
**E_tot**: -111993.512 eV
**Frontier orbital gap**: 8.90 eV

```
! RIJCOSX wB97M-V def2-TZVPD def2/J DEFGRID3
* xyz 1 1
C 3.31 1.84 2.75
C 2.89 0.57 2.60
C 3.62 -0.37 1.72
O 4.79 -0.29 1.46
O 2.81 -1.30 1.20
C 3.43 -2.12 0.19
C 2.36 -2.92 -0.53
C 1.88 -4.14 0.28
C 0.35 -4.20 0.24
C -0.29 -3.18 1.19
C -1.83 -3.21 1.11
C -2.49 -1.92 0.60
C -2.15 -1.86 -0.92
I -3.72 -2.80 -2.03
N -1.70 -0.54 -1.49
C -2.74 0.45 -2.03
C -2.41 1.91 -1.73
C -2.78 0.32 -3.57
C -4.09 0.80 -4.19
C -5.27 -0.16 -4.09
C -0.68 0.00 -0.54
C -1.18 0.35 0.85
N 0.05 0.57 1.62
C -2.25 -0.62 1.45
C -3.56 0.22 1.40
C -3.55 1.38 2.42
C -4.01 2.74 1.85
C -2.87 3.76 1.76
O -3.27 4.98 2.39
C -2.07 -1.09 2.91
C -3.20 -1.48 3.62
C -3.08 -1.94 4.92
N -1.94 -2.06 5.59
C -0.86 -1.72 4.89
C -0.86 -1.25 3.59
H 4.35 2.05 2.96
H 2.60 2.66 2.68
H 2.02 0.19 3.13
H 4.13 -2.80 0.68
H 3.95 -1.49 -0.53
H 1.48 -2.28 -0.67
H 2.69 -3.25 -1.51
H 2.21 -4.05 1.32
H 2.27 -5.06 -0.15
H 0.03 -5.19 0.59
H -0.01 -4.07 -0.79
H -0.01 -3.50 2.20
H 0.12 -2.18 1.07
H -2.31 -3.57 2.02
H -2.09 -3.97 0.36
H -3.56 -2.11 0.68
H -1.32 -2.53 -1.10
H -1.17 -0.80 -2.33
H -3.74 0.26 -1.64
H -2.75 2.24 -0.75
H -2.97 2.51 -2.45
H -1.36 2.17 -1.89
H -2.61 -0.72 -3.88
H -1.98 0.95 -3.96
H -3.90 0.99 -5.25
H -4.40 1.76 -3.78
H -5.06 -1.12 -4.56
H -5.50 -0.35 -3.04
H -6.17 0.29 -4.50
H 0.04 -0.82 -0.41
H -0.10 0.80 -0.99
H -1.65 1.33 0.74
H 0.72 1.10 1.07
H -0.15 1.11 2.45
H -4.45 -0.39 1.50
H -3.63 0.69 0.42
H -4.16 1.11 3.28
H -2.54 1.50 2.80
H -4.76 3.17 2.51
H -4.47 2.63 0.86
H -1.96 3.38 2.24
H -2.65 3.98 0.71
H -2.47 5.40 2.72
H -4.19 -1.44 3.19
H -3.98 -2.23 5.46
H 0.09 -1.84 5.40
H 0.07 -1.04 3.11
C 4.52 2.66 -1.73
C 4.44 1.21 -2.14
O 3.14 1.09 -2.75
S 2.76 2.46 -3.48
O 3.04 2.35 -4.87
O 1.47 2.84 -3.03
O 3.87 3.37 -2.80
H 3.96 2.85 -0.81
H 5.54 3.02 -1.61
H 4.51 0.53 -1.30
H 5.19 0.96 -2.89
C 5.47 -6.77 -0.63
C 6.35 -7.12 -1.82
O 5.70 -6.47 -2.93
S 5.03 -5.11 -2.45
O 5.89 -4.02 -2.72
O 3.67 -5.11 -2.88
O 5.08 -5.41 -0.88
H 4.57 -7.39 -0.60
H 5.99 -6.84 0.32
H 6.40 -8.19 -2.00
H 7.35 -6.71 -1.71
C -0.44 7.34 -0.89
C -0.52 8.29 0.29
O -0.42 7.43 1.44
S 0.54 6.20 1.10
O 1.84 6.45 1.59
O -0.15 5.00 1.46
O 0.54 6.37 -0.48
H -1.39 6.83 -1.06
H -0.11 7.83 -1.80
H -1.46 8.84 0.33
H 0.31 8.99 0.31
*
```

DFT (ωB97M-V with the def2-TZVPD basis set) results for an isolated molecule of C3H4O2 at a distorted geometry.

Computed properties:
**E_tot**: -7269.110 eV
**Relative energy (zero: lowest compared OMol25 entry of this formula, charge and spin)**: 36.3 kcal/mol
**Frontier orbital gap**: 10.73 eV

```
! RIJCOSX wB97M-V def2-TZVPD def2/J DEFGRID3
* xyz 0 1
O 1.83 -1.00 0.16
C 1.43 0.12 -0.05
C -0.08 0.51 0.13
C -1.29 -0.59 -0.10
O -2.43 -0.41 0.11
H 2.12 0.77 -0.44
H -0.28 0.72 1.17
H -0.43 1.39 -0.52
H -0.88 -1.52 -0.45
*
```

DFT (ωB97M-V with the def2-TZVPD basis set) results for a structure of composition C39H36CsNSb2 at a distorted geometry.

Computed properties:
**E_tot**: -56136.762 eV
**Relative energy (zero: lowest compared OMol25 entry of this formula, charge and spin)**: 8.5 kcal/mol
**Frontier orbital gap**: 6.17 eV

```
! RIJCOSX wB97M-V def2-TZVPD def2/J DEFGRID3
* xyz 0 1
Cs -1.80 0.08 1.66
N -3.64 -2.08 3.01
C -2.84 -3.07 3.66
C -3.23 -4.41 3.61
C -2.46 -5.39 4.20
C -1.28 -5.05 4.86
C -0.89 -3.72 4.90
C -1.65 -2.71 4.30
C -1.06 -1.31 4.27
C -1.59 -0.31 5.10
C -1.03 0.97 5.10
C 0.09 1.22 4.31
C 0.58 0.22 3.48
C 0.01 -1.08 3.38
H -4.57 -2.42 2.81
H -3.73 -1.26 3.60
H -4.15 -4.67 3.11
H -2.77 -6.42 4.15
H -0.67 -5.81 5.32
H 0.04 -3.43 5.36
H -2.42 -0.54 5.77
H -1.43 1.74 5.75
H 0.57 2.20 4.34
H 1.42 0.46 2.82
C -0.88 0.25 -2.94
C -0.27 1.45 -2.20
C -0.89 1.68 -0.82
Sb -0.17 3.37 0.34
C -0.47 4.83 -1.15
C -1.60 4.78 -1.98
C -1.84 5.78 -2.92
C -0.95 6.84 -3.04
C 0.17 6.90 -2.23
C 0.41 5.90 -1.29
C 1.89 3.06 -0.03
C 2.65 2.61 1.05
C 4.00 2.32 0.89
C 4.61 2.49 -0.34
C 3.86 2.95 -1.42
C 2.51 3.23 -1.27
Sb -1.11 -1.51 -1.74
C 0.86 -1.52 -0.95
C 1.04 -2.02 0.34
C 2.29 -1.96 0.95
C 3.37 -1.44 0.27
C 3.21 -0.97 -1.03
C 1.97 -1.00 -1.63
C -0.95 -2.94 -3.27
C 0.10 -2.95 -4.19
C 0.18 -3.92 -5.17
C -0.79 -4.91 -5.25
C -1.84 -4.92 -4.35
C -1.91 -3.94 -3.36
H -0.29 -0.01 -3.83
H -1.88 0.48 -3.30
H -0.35 2.35 -2.82
H 0.80 1.29 -2.07
H -0.69 0.82 -0.19
H -1.98 1.75 -0.87
H -2.30 3.96 -1.91
H -2.71 5.72 -3.55
H -1.14 7.62 -3.77
H 0.87 7.72 -2.32
H 1.30 5.97 -0.68
H 2.20 2.48 2.02
H 4.57 1.96 1.74
H 5.66 2.27 -0.46
H 4.34 3.09 -2.38
H 1.95 3.59 -2.12
H 0.21 -2.40 0.93
H 2.37 -2.30 1.98
H 4.34 -1.40 0.75
H 4.06 -0.55 -1.56
H 1.86 -0.60 -2.64
H 0.88 -2.20 -4.14
H 1.01 -3.92 -5.87
H -0.73 -5.68 -6.02
H -2.60 -5.69 -4.40
H -2.74 -3.97 -2.66
*
```